(a)
{"formula": "CH3NOP2S", "method": "ωB97M-V with the def2-TZVPD basis set", "homo_lumo_gap_ha": 0.2757, "smiles": "C=NP=O.P=S", "charge": 0, "species": ["C", "N", "P", "O", "H", "H", "P", "S", "H"], "xyz": [[0.761, 1.125, -0.420], [-0.484, 1.290, -0.321], [-2.013, 0.925, 0.017], [-2.072, -0.544, 0.211], [1.240, 1.147, -1.395], [1.411, 1.237, 0.444], [-0.067, -2.291, 0.419], [1.317, -1.341, -0.575], [-0.093, -1.548, 1.620]]}

(b)
{"formula": "CH3NOP2S", "method": "ωB97M-V with the def2-TZVPD basis set", "homo_lumo_gap_ha": [0.3023, 0.2356], "charge": 0, "species": ["C", "N", "O", "P", "P", "S", "H", "H", "H"], "xyz": [[-0.191, -0.710, -1.514], [-0.570, 0.477, -0.918], [-0.314, 1.372, 1.548], [-0.674, 1.666, -0.009], [0.181, 0.349, 2.674], [0.383, -1.855, -0.167], [-0.952, -1.153, -2.032], [0.659, -0.753, -2.167], [1.479, 0.608, 2.585]]}

Name the least stable of them. (b).

(a)
{"formula": "C3H9O4S", "method": "ωB97M-V with the def2-TZVPD basis set", "homo_lumo_gap_ha": 0.2964, "charge": -1, "species": ["O", "C", "O", "C", "C", "S", "H", "H", "H", "H", "H", "H", "H", "O", "H", "H", "O"], "xyz": [[-0.287, 1.223, 0.916], [0.171, 0.053, 0.784], [-0.200, -0.912, 1.424], [0.979, -0.046, -0.573], [1.315, -1.391, -0.949], [1.505, -1.620, -2.943], [1.776, 0.626, -0.275], [0.363, 0.420, -1.178], [0.646, -2.259, -0.867], [2.356, -1.570, -0.492], [0.320, -1.016, -3.315], [0.489, 1.670, 2.360], [0.645, 3.152, 2.347], [1.131, 2.355, 2.619], [-3.755, -0.927, -0.045], [-3.352, 0.309, 0.273], [-4.102, -0.066, -0.084]]}

(b)
{"formula": "C3H9O4S", "method": "ωB97M-V with the def2-TZVPD basis set", "homo_lumo_gap_ha": 0.2843, "charge": -1, "species": ["O", "C", "O", "C", "C", "S", "H", "H", "H", "H", "H", "H", "H", "O", "H", "H", "O"], "xyz": [[0.626, -0.574, 1.644], [0.195, 0.389, 0.947], [-0.358, 1.418, 1.377], [0.482, 0.155, -0.569], [-0.455, -0.446, -1.534], [0.379, -0.240, -3.261], [1.451, -0.380, -0.628], [0.721, 1.219, -0.777], [-1.390, 0.140, -1.532], [-0.638, -1.504, -1.486], [0.495, 1.091, -3.009], [-2.664, -1.636, 0.549], [-2.477, -2.087, 2.056], [-2.880, -2.294, 1.219], [1.905, 2.283, 1.810], [2.033, 0.829, 1.637], [2.574, 1.637, 1.558]]}

Name the least stable of them. (a).

(a)
{"formula": "C4H13N3", "method": "ωB97M-V with the def2-TZVPD basis set", "homo_lumo_gap_ha": 0.3282, "charge": 2, "species": ["C", "C", "C", "C", "N", "N", "N", "H", "H", "H", "H", "H", "H", "H", "H", "H", "H", "H", "H", "H"], "xyz": [[-0.009, -1.330, 0.095], [-0.551, -0.295, -0.826], [-0.136, 0.853, 0.180], [-1.159, 1.519, 0.845], [-0.934, 2.537, 1.734], [1.010, 1.649, -0.233], [0.894, -3.089, -0.902], [1.102, -1.143, 0.250], [-0.568, -2.105, 0.769], [-0.216, -0.283, -1.938], [-1.671, -0.406, -0.752], [-2.111, 1.092, 0.706], [-0.972, 2.220, 2.754], [-1.699, 3.217, 1.748], [1.203, 2.501, 0.380], [0.805, 2.065, -1.119], [1.902, 1.168, -0.250], [1.071, -3.959, -0.501], [0.206, -3.278, -1.606], [1.834, -2.932, -1.332]]}

(b)
{"formula": "C4H13N3", "method": "ωB97M-V with the def2-TZVPD basis set", "homo_lumo_gap_ha": 0.3664, "charge": 2, "species": ["C", "C", "C", "N", "C", "N", "N", "H", "H", "H", "H", "H", "H", "H", "H", "H", "H", "H", "H", "H"], "xyz": [[-1.853, -0.943, -0.310], [-0.609, -0.531, 0.589], [0.658, -0.555, -0.177], [3.459, 0.787, 0.144], [2.512, 1.437, -0.505], [1.191, 1.313, -0.373], [-3.187, -0.616, 0.394], [-1.968, -0.164, -1.066], [-1.860, -1.964, -0.679], [-0.926, 0.415, 1.025], [-0.596, -1.312, 1.367], [0.815, -0.734, -1.228], [1.552, -0.688, 0.417], [4.354, 0.734, -0.327], [3.291, 0.036, 0.795], [2.825, 2.236, -1.170], [0.905, 2.289, -0.425], [-3.295, -1.062, 1.310], [-3.877, -1.062, -0.228], [-3.392, 0.383, 0.445]]}

Name the least stable of them. (a).

(a)
{"formula": "C4H13N3", "method": "ωB97M-V with the def2-TZVPD basis set", "homo_lumo_gap_ha": 0.3984, "smiles": "CC[NH2+]CNC=[NH2+]", "charge": 2, "species": ["C", "C", "N", "C", "N", "C", "N", "H", "H", "H", "H", "H", "H", "H", "H", "H", "H", "H", "H", "H"], "xyz": [[2.476, 1.434, 0.535], [0.953, 1.688, 0.351], [0.280, 0.509, -0.315], [-1.131, 0.658, 0.142], [-1.766, -0.649, -0.274], [-1.220, -1.871, 0.194], [-1.439, -2.907, -0.492], [3.142, 1.365, -0.268], [2.663, 2.450, 0.842], [2.946, 0.874, 1.387], [0.769, 2.594, -0.126], [0.468, 1.753, 1.320], [0.496, 0.741, -1.472], [0.727, -0.266, 0.093], [-1.515, 1.436, -0.638], [-1.149, 0.719, 1.249], [-2.631, -0.627, -0.839], [-0.255, -1.795, 0.816], [-0.997, -3.751, -0.253], [-1.722, -3.120, -1.433]]}

(b)
{"formula": "C4H13N3", "method": "ωB97M-V with the def2-TZVPD basis set", "homo_lumo_gap_ha": 0.4486, "smiles": "CCC/[N+]([NH3+])=C/N", "charge": 2, "species": ["C", "C", "C", "N", "N", "C", "N", "H", "H", "H", "H", "H", "H", "H", "H", "H", "H", "H", "H", "H"], "xyz": [[-2.219, -0.653, 0.097], [-1.669, 0.782, 0.381], [-0.506, 1.238, -0.449], [0.832, 0.284, -0.119], [0.396, -1.100, -0.084], [2.069, 0.662, -0.069], [3.064, -0.154, 0.153], [-3.304, -0.836, 0.146], [-2.021, -1.010, -1.008], [-1.911, -1.355, 0.954], [-1.375, 0.807, 1.398], [-2.461, 1.544, 0.306], [-0.687, 1.356, -1.464], [-0.075, 2.204, 0.023], [1.049, -1.655, -0.808], [-0.740, -1.150, -0.433], [0.259, -1.655, 0.735], [2.261, 1.690, -0.138], [4.087, 0.118, -0.046], [2.955, -1.115, 0.427]]}

Name the least stable of them. (b).

(a)
{"formula": "C3H3NO3", "method": "ωB97M-V with the def2-TZVPD basis set", "homo_lumo_gap_ha": 0.3643, "smiles": "O=CNC(=O)C=O", "charge": 0, "species": ["O", "C", "N", "C", "O", "C", "O", "H", "H", "H"], "xyz": [[-1.979, 0.266, -1.864], [-1.125, -0.418, -1.389], [-0.751, -0.369, 0.032], [0.434, 0.292, 0.104], [0.885, 0.803, -0.906], [1.200, 0.416, 1.423], [2.233, 1.028, 1.408], [-0.485, -1.116, -1.960], [-1.203, -0.867, 0.798], [0.792, -0.037, 2.355]]}

(b)
{"formula": "C3H3NO3", "method": "ωB97M-V with the def2-TZVPD basis set", "homo_lumo_gap_ha": 0.3547, "smiles": "C=NOC(=O)C=O", "charge": 0, "species": ["C", "N", "O", "C", "O", "C", "O", "H", "H", "H"], "xyz": [[-1.242, -1.817, 0.843], [-0.070, -1.689, -0.061], [0.447, -0.343, 0.131], [0.646, 0.431, -0.888], [0.317, 0.188, -2.025], [0.984, 1.901, -0.320], [0.667, 2.310, 0.765], [-1.697, -2.669, 0.963], [-1.377, -0.880, 1.651], [1.324, 2.567, -1.059]]}

Name the least stable of them. (b).

(a)
{"formula": "C3H3NO3", "method": "ωB97M-V with the def2-TZVPD basis set", "homo_lumo_gap_ha": 0.4186, "smiles": "Cc1noc(=O)o1", "charge": 0, "species": ["C", "C", "N", "O", "C", "O", "O", "H", "H", "H"], "xyz": [[-1.520, 1.560, 1.049], [-0.583, 0.529, 0.554], [-0.364, -0.546, 1.179], [0.583, -1.222, 0.382], [0.796, -0.515, -0.786], [1.350, -0.838, -1.773], [0.035, 0.659, -0.708], [-2.097, 1.140, 1.941], [-0.971, 2.443, 1.349], [-2.281, 2.011, 0.352]]}

(b)
{"formula": "C3H3NO3", "method": "ωB97M-V with the def2-TZVPD basis set", "homo_lumo_gap_ha": 0.3891, "smiles": "[H]/N=C(/C=O)OC=O", "charge": 0, "species": ["H", "N", "C", "C", "O", "O", "C", "O", "H", "H"], "xyz": [[0.327, 1.711, -0.851], [-0.560, 1.370, -0.494], [-0.509, 0.218, -0.013], [-1.782, -0.489, 0.383], [-2.110, -1.242, -0.497], [0.523, -0.727, -0.052], [1.803, -0.306, 0.051], [2.158, 0.837, 0.120], [-2.444, -0.314, 1.263], [2.465, -1.179, 0.078]]}

(c)
{"formula": "C3H3NO3", "method": "ωB97M-V with the def2-TZVPD basis set", "homo_lumo_gap_ha": 0.3676, "smiles": "O=C=CCON=O", "charge": 0, "species": ["O", "C", "C", "C", "O", "N", "O", "H", "H", "H"], "xyz": [[2.583, -0.049, -1.449], [1.455, -0.121, -1.140], [0.177, -0.226, -1.017], [-0.848, -0.466, 0.008], [-0.921, 0.355, 1.133], [0.263, 0.708, 1.688], [0.073, 1.545, 2.489], [-0.290, 0.361, -1.790], [-1.870, -0.652, -0.403], [-0.619, -1.455, 0.482]]}

Name the least stable of them. (c).

(a)
{"formula": "C3H3NO3", "method": "ωB97M-V with the def2-TZVPD basis set", "homo_lumo_gap_ha": 0.3377, "smiles": "N=C=C(O)OC=O", "charge": 0, "species": ["N", "C", "C", "O", "O", "C", "O", "H", "H", "H"], "xyz": [[-0.507, -1.917, 1.342], [0.088, -0.972, 0.866], [0.688, 0.013, 0.251], [2.009, 0.002, -0.068], [-0.009, 1.183, -0.112], [-1.008, 1.106, -0.987], [-1.415, 0.140, -1.554], [-0.577, -2.036, 2.351], [2.138, 0.356, -0.972], [-1.409, 2.125, -1.116]]}

(b)
{"formula": "C3H3NO3", "method": "ωB97M-V with the def2-TZVPD basis set", "homo_lumo_gap_ha": [0.3084, 0.3084], "smiles": "O=C=[N+]([O-])O.C#C", "charge": 0, "species": ["O", "C", "N", "O", "O", "H", "C", "C", "H", "H"], "xyz": [[2.362, 1.853, 0.569], [1.698, 0.889, 0.426], [1.466, -0.347, 0.098], [1.455, -0.678, -1.142], [0.735, -1.064, 0.992], [0.196, -1.768, 0.548], [-2.007, 0.426, 0.228], [-1.735, 0.021, -0.874], [-2.454, 0.809, 1.144], [-1.716, -0.141, -1.988]]}

Name the least stable of them. (b).

(a)
{"formula": "C3H3NO3", "method": "ωB97M-V with the def2-TZVPD basis set", "homo_lumo_gap_ha": 0.3609, "smiles": "O=CNC(=O)C=O", "charge": 0, "species": ["O", "C", "N", "C", "O", "C", "O", "H", "H", "H"], "xyz": [[2.441, 0.796, 0.787], [1.739, 0.444, -0.107], [0.277, 0.828, -0.253], [-0.303, -0.312, 0.175], [0.455, -1.185, 0.577], [-1.797, -0.574, 0.139], [-2.207, -1.651, 0.478], [2.042, -0.226, -0.924], [-0.190, 1.645, -0.648], [-2.457, 0.234, -0.225]]}

(b)
{"formula": "C3H3NO3", "method": "ωB97M-V with the def2-TZVPD basis set", "homo_lumo_gap_ha": 0.4053, "smiles": "[H]/N=C(/C=O)OC=O", "charge": 0, "species": ["H", "N", "C", "C", "O", "O", "C", "O", "H", "H"], "xyz": [[-1.873, -0.978, -1.357], [-0.895, -0.807, -1.590], [-0.296, -0.231, -0.653], [1.136, 0.240, -0.880], [1.364, 1.399, -1.093], [-0.961, 0.152, 0.509], [-0.281, 0.233, 1.682], [0.870, -0.050, 1.845], [1.912, -0.541, -0.920], [-0.975, 0.585, 2.457]]}

(c)
{"formula": "C3H3NO3", "method": "ωB97M-V with the def2-TZVPD basis set", "homo_lumo_gap_ha": 0.3666, "smiles": "O=c1ccn(O)o1", "charge": 0, "species": ["O", "C", "C", "C", "N", "O", "O", "H", "H", "H"], "xyz": [[2.363, -1.104, 0.070], [1.308, -0.538, -0.050], [1.011, 0.895, 0.007], [-0.306, 0.952, -0.035], [-0.931, -0.317, -0.337], [-1.966, -0.892, 0.307], [0.146, -1.178, -0.099], [1.782, 1.468, 0.415], [-0.893, 1.897, 0.117], [-2.515, -1.183, -0.394]]}

Name the least stable of them. (c).